Record 1
{"formula": "C43H68BrClN8PS", "method": "the ωB97M-V functional and the def2-TZVPD basis", "charge": 1, "energy_ev": -160295.4577, "homo_ev": -10.12, "max_force_ev_per_a": 3.188, "species": ["C", "C", "C", "Cl", "C", "C", "N", "C", "P", "S", "C", "C", "C", "C", "C", "C", "C", "Br", "C", "C", "H", "H", "H", "H", "H", "H", "H", "H", "H", "H", "H", "H", "H", "H", "H", "H", "H", "H", "H", "C", "C", "C", "C", "N", "H", "H", "H", "H", "H", "H", "H", "C", "C", "C", "C", "N", "H", "H", "H", "H", "H", "H", "H", "C", "C", "C", "C", "N", "H", "H", "H", "H", "H", "H", "H", "C", "C", "C", "C", "N", "H", "H", "H", "H", "H", "H", "H", "C", "C", "C", "C", "N", "H", "H", "H", "H", "H", "H", "H", "C", "C", "C", "C", "N", "H", "H", "H", "H", "H", "H", "H", "C", "C", "C", "C", "N", "H", "H", "H", "H", "H", "H", "H"], "coordinates": [[3.309, 1.312, 1.370], [4.178, 0.034, 1.212], [4.179, -0.958, 2.442], [3.725, -0.213, 4.010], [3.366, -2.208, 2.069], [4.082, -3.283, 1.587], [3.500, -4.457, 1.173], [2.178, -4.636, 1.207], [1.465, -6.249, 0.590], [0.576, -7.137, 2.054], [1.322, -3.596, 1.703], [-0.105, -3.790, 1.725], [-0.921, -2.774, 2.197], [-0.310, -1.549, 2.650], [-1.230, -0.443, 3.203], [-2.218, 0.115, 2.149], [-1.516, 1.060, 1.096], [-1.948, 0.290, -0.685], [1.070, -1.309, 2.614], [1.914, -2.359, 2.138], [3.854, 2.191, 1.750], [2.954, 1.587, 0.353], [2.401, 1.183, 1.982], [5.229, 0.374, 1.097], [3.958, -0.542, 0.293], [5.226, -1.301, 2.559], [5.176, -3.214, 1.517], [4.125, -5.180, 0.819], [0.560, -5.900, -0.461], [2.483, -7.088, 0.048], [-0.565, -4.718, 1.370], [-2.002, -2.954, 2.207], [-1.712, -0.736, 4.158], [-0.549, 0.393, 3.481], [-2.836, -0.659, 1.655], [-2.950, 0.758, 2.682], [-0.427, 1.133, 1.235], [-2.005, 2.047, 1.123], [1.401, -0.329, 2.956], [-2.060, 4.148, -5.289], [-2.464, 3.484, -3.977], [-1.783, 4.107, -2.756], [-0.335, 3.899, -2.757], [0.801, 3.734, -2.757], [-0.995, 4.017, -5.491], [-2.611, 3.705, -6.120], [-2.276, 5.217, -5.271], [-2.242, 2.415, -4.028], [-3.546, 3.578, -3.855], [-2.200, 3.661, -1.850], [-2.003, 5.176, -2.712], [-0.825, 7.830, -4.030], [-1.959, 8.565, -4.735], [-2.645, 9.605, -3.845], [-3.343, 8.987, -2.718], [-3.890, 8.502, -1.832], [-1.193, 7.247, -3.183], [-0.338, 7.140, -4.722], [-0.072, 8.529, -3.664], [-2.691, 7.838, -5.096], [-1.552, 9.071, -5.612], [-3.368, 10.166, -4.442], [-1.913, 10.327, -3.478], [-4.321, 6.710, -10.236], [-4.732, 6.043, -8.929], [-4.055, 6.659, -7.701], [-2.608, 6.446, -7.700], [-1.471, 6.282, -7.700], [-3.255, 6.578, -10.433], [-4.868, 6.271, -11.071], [-4.537, 7.780, -10.216], [-4.512, 4.974, -8.982], [-5.814, 6.139, -8.812], [-4.476, 6.209, -6.798], [-4.271, 7.729, -7.651], [4.379, -3.459, 5.351], [4.012, -4.148, 6.660], [4.708, -3.531, 7.875], [6.159, -3.716, 7.834], [7.297, -3.858, 7.800], [5.444, -3.569, 5.128], [3.819, -3.902, 4.524], [4.143, -2.394, 5.388], [4.252, -5.212, 6.589], [2.932, -4.075, 6.804], [4.320, -3.996, 8.784], [4.474, -2.466, 7.941], [-4.750, -6.915, -0.236], [-5.055, -7.599, 1.092], [-4.347, -6.944, 2.282], [-2.893, -7.080, 2.206], [-1.747, -7.186, 2.146], [-3.690, -6.991, -0.490], [-5.317, -7.385, -1.040], [-5.021, -5.858, -0.205], [-4.781, -8.654, 1.027], [-6.132, -7.560, 1.266], [-4.694, -7.411, 3.206], [-4.616, -5.887, 2.343], [7.765, -7.578, -0.248], [6.712, -8.581, -0.704], [5.287, -8.024, -0.648], [4.854, -7.743, 0.724], [4.524, -7.522, 1.804], [7.632, -7.310, 0.803], [8.762, -8.004, -0.356], [7.721, -6.664, -0.844], [6.786, -9.485, -0.096], [6.929, -8.872, -1.734], [4.600, -8.751, -1.089], [5.215, -7.116, -1.252], [-3.810, 6.304, 3.801], [-2.462, 5.703, 3.419], [-2.560, 4.239, 2.980], [-2.974, 3.357, 4.065], [-3.296, 2.649, 4.911], [-4.240, 5.799, 4.668], [-3.693, 7.357, 4.054], [-4.519, 6.232, 2.974], [-1.772, 5.797, 4.261], [-2.040, 6.284, 2.596], [-1.581, 3.910, 2.619], [-3.254, 4.147, 2.141]]}

---

Record 2
{"formula": "C43H68BrF3N4O3P", "method": "the ωB97M-V functional and the def2-TZVPD basis", "charge": 1, "energy_ev": -145258.0402, "homo_ev": -10.44, "max_force_ev_per_a": 9.179, "species": ["C", "C", "C", "C", "C", "C", "C", "C", "C", "C", "C", "C", "C", "C", "C", "C", "C", "C", "N", "C", "N", "C", "N", "P", "O", "N", "Br", "C", "C", "C", "C", "O", "O", "C", "F", "F", "F", "H", "H", "H", "H", "H", "H", "H", "H", "H", "H", "H", "H", "H", "H", "H", "H", "H", "H", "H", "H", "H", "H", "H", "H", "H", "H", "H", "H", "H", "H", "H", "H", "H", "H", "H", "H", "H", "H", "H", "H", "H", "H", "H", "H", "H", "H", "H", "H", "H", "H", "C", "C", "C", "C", "C", "C", "H", "H", "H", "H", "H", "H", "C", "C", "C", "C", "C", "C", "H", "H", "H", "H", "H", "H", "C", "C", "C", "C", "C", "C", "H", "H", "H", "H", "H", "H"], "coordinates": [[7.369, -2.549, -0.127], [7.380, -1.284, -1.213], [7.515, 0.108, -0.324], [6.461, 1.188, -1.003], [5.136, 1.214, -0.017], [5.146, 2.504, 1.043], [4.042, 3.649, 0.527], [2.570, 3.086, 1.088], [2.468, 3.593, 2.646], [2.232, 2.403, 3.748], [1.191, 1.225, 3.278], [-0.296, 1.778, 2.842], [-1.522, 0.716, 3.077], [-1.113, -0.866, 2.929], [-2.411, -1.691, 2.362], [-2.150, -2.537, 0.981], [-3.298, -2.084, -0.094], [-2.697, -1.757, -1.621], [-1.847, -0.531, -1.684], [-2.205, 0.443, -2.766], [-2.837, 1.774, -2.305], [-1.601, 2.655, -2.039], [-1.900, 4.147, -2.268], [-3.756, 1.537, -0.773], [-4.065, 2.993, -0.154], [-2.036, 0.306, -4.120], [-1.278, -1.254, -4.824], [-2.481, 1.382, -5.132], [-4.093, 1.290, -5.420], [-4.290, 0.583, -6.902], [-5.014, -0.892, -6.851], [-5.182, -1.513, -8.049], [-5.473, -1.596, -5.644], [-0.391, -0.718, -1.440], [0.165, -2.070, -1.638], [0.404, 0.193, -2.347], [-0.101, -0.204, -0.051], [8.148, -2.302, 0.721], [6.257, -2.577, 0.293], [7.575, -3.589, -0.663], [6.323, -1.321, -1.757], [8.271, -1.339, -1.971], [8.606, 0.564, -0.353], [7.222, -0.103, 0.809], [6.892, 2.298, -1.038], [6.144, 0.887, -2.104], [5.065, 0.247, 0.656], [4.137, 1.291, -0.646], [4.776, 2.110, 2.100], [6.212, 2.960, 1.200], [4.034, 3.762, -0.653], [4.249, 4.713, 0.968], [1.681, 3.478, 0.409], [2.611, 1.923, 0.946], [3.480, 4.143, 2.928], [1.619, 4.413, 2.738], [3.239, 1.870, 4.094], [1.747, 2.920, 4.703], [1.091, 0.448, 4.156], [1.591, 0.599, 2.345], [-0.501, 2.730, 3.533], [-0.334, 2.196, 1.725], [-1.943, 0.932, 4.172], [-2.402, 1.058, 2.349], [-0.107, -1.066, 2.357], [-0.928, -1.261, 4.040], [-2.745, -2.466, 3.207], [-3.312, -0.920, 2.292], [-2.377, -3.679, 1.247], [-1.050, -2.518, 0.583], [-4.050, -2.996, -0.267], [-3.960, -1.175, 0.228], [-3.678, -1.523, -2.262], [-2.253, -2.734, -2.086], [-0.837, 2.365, -2.907], [-1.149, 2.474, -0.961], [-1.686, 4.699, -1.394], [-1.261, 4.459, -3.060], [-3.017, 0.833, 0.249], [-5.061, 0.930, -1.064], [-2.241, 2.471, -4.780], [-1.804, 1.185, -6.090], [-4.654, 2.341, -5.343], [-4.588, 0.621, -4.567], [-3.291, 0.450, -7.504], [-4.971, 1.305, -7.566], [-4.864, -2.381, -5.461], [-7.437, 4.795, 3.454], [-7.020, 6.048, 3.903], [-5.854, 6.619, 3.395], [-5.109, 5.941, 2.429], [-5.528, 4.690, 1.978], [-6.690, 4.115, 2.493], [-8.344, 4.349, 3.853], [-7.605, 6.579, 4.650], [-5.526, 7.592, 3.750], [-4.203, 6.388, 2.029], [-4.949, 4.163, 1.224], [-7.013, 3.138, 2.145], [5.030, -4.006, -3.717], [4.712, -5.235, -3.140], [3.439, -5.449, -2.611], [2.481, -4.437, -2.669], [2.798, -3.209, -3.250], [4.074, -2.992, -3.770], [6.023, -3.838, -4.126], [5.456, -6.026, -3.101], [3.194, -6.404, -2.155], [1.488, -4.605, -2.261], [2.051, -2.421, -3.296], [4.322, -2.033, -4.218], [-0.119, -4.635, 3.684], [1.070, -5.029, 4.296], [1.046, -5.949, 5.343], [-0.170, -6.484, 5.773], [-1.359, -6.092, 5.159], [-1.335, -5.165, 4.118], [-0.100, -3.915, 2.870], [2.018, -4.618, 3.956], [1.972, -6.251, 5.824], [-0.189, -7.205, 6.586], [-2.306, -6.510, 5.493], [-2.262, -4.856, 3.643]]}

---

Record 3
{"formula": "C43H69F4N4O19P2S2", "method": "the ωB97M-V functional and the def2-TZVPD basis", "charge": 1, "energy_ev": -141677.7031, "homo_ev": -10.20, "max_force_ev_per_a": 2.196, "species": ["C", "C", "O", "C", "O", "N", "P", "N", "C", "C", "C", "C", "O", "C", "O", "C", "P", "N", "C", "C", "C", "C", "S", "C", "S", "N", "C", "C", "C", "C", "C", "C", "C", "C", "C", "C", "C", "C", "C", "F", "F", "C", "F", "F", "H", "H", "H", "H", "H", "H", "H", "H", "H", "H", "H", "H", "H", "H", "H", "H", "H", "H", "H", "H", "H", "H", "H", "H", "H", "H", "H", "H", "H", "H", "H", "H", "H", "H", "H", "H", "H", "H", "H", "C", "O", "C", "O", "O", "C", "H", "H", "H", "H", "H", "H", "C", "O", "C", "O", "O", "C", "H", "H", "H", "H", "H", "H", "C", "O", "C", "O", "O", "C", "H", "H", "H", "H", "H", "H", "C", "O", "C", "O", "O", "C", "H", "H", "H", "H", "H", "H", "C", "O", "C", "O", "O", "C", "H", "H", "H", "H", "H", "H"], "coordinates": [[1.475, 3.846, -1.350], [1.079, 2.513, -0.725], [0.533, 2.719, 0.561], [2.313, 1.595, -0.605], [2.083, 0.363, -1.317], [3.274, -0.344, -1.740], [3.338, 0.442, -3.472], [4.473, 0.175, -4.468], [4.579, -0.032, -1.092], [5.123, -1.329, -0.479], [6.619, -1.292, -0.060], [7.433, -0.008, -0.257], [8.574, -0.240, -1.098], [8.759, 0.677, -2.088], [9.212, 1.761, -1.890], [4.572, -2.371, -1.459], [5.722, -2.785, -2.847], [6.743, -1.675, -3.298], [3.116, -1.845, -1.635], [2.379, -2.379, -0.339], [1.515, -1.531, 0.621], [0.005, -1.462, 0.374], [-0.514, 0.259, 0.096], [-1.804, 0.247, -1.097], [-1.644, 1.198, -2.399], [-2.923, -0.564, -0.806], [-3.479, -1.127, -2.022], [-4.693, -0.748, -2.573], [-5.102, -1.335, -3.761], [-4.325, -2.289, -4.406], [-3.128, -2.690, -3.829], [-2.721, -2.109, -2.642], [-3.907, 0.123, 0.005], [-3.886, 1.486, 0.255], [-4.894, 2.060, 1.013], [-5.933, 1.296, 1.512], [-5.940, -0.070, 1.266], [-4.938, -0.653, 0.522], [2.447, -2.614, -2.808], [2.752, -3.925, -2.638], [2.997, -2.275, -4.009], [0.922, -2.513, -3.029], [0.284, -3.540, -2.434], [0.478, -1.327, -2.569], [1.700, 3.712, -2.405], [2.347, 4.258, -0.844], [0.637, 4.528, -1.256], [0.336, 2.028, -1.354], [0.945, 3.495, 0.954], [2.484, 1.419, 0.456], [3.183, 2.143, -0.958], [2.070, 0.048, -3.898], [3.250, 1.792, -3.119], [5.248, -0.451, -4.240], [5.289, 0.370, -1.811], [4.572, 0.722, -0.315], [4.587, -1.383, 0.465], [7.173, -2.087, -0.550], [6.648, -1.530, 0.998], [6.867, 0.835, -0.649], [7.832, 0.315, 0.699], [8.451, 0.347, -3.085], [4.517, -3.341, -0.973], [5.005, -3.277, -3.939], [6.410, -3.903, -2.349], [6.606, -0.812, -2.793], [1.763, -3.228, -0.618], [3.122, -2.810, 0.319], [1.596, -2.034, 1.583], [1.914, -0.542, 0.833], [-0.319, -2.084, -0.452], [-0.538, -1.827, 1.241], [-5.305, 0.009, -2.111], [-6.038, -1.028, -4.200], [-4.669, -2.710, -5.337], [-2.520, -3.436, -4.319], [-1.801, -2.411, -2.167], [-3.105, 2.118, -0.134], [-4.909, 3.120, 1.217], [-6.718, 1.752, 2.093], [-6.753, -0.664, 1.652], [-4.976, -1.716, 0.342], [0.719, -2.577, -4.098], [8.588, 4.008, -0.388], [7.590, 4.735, 0.353], [8.049, 5.330, 1.454], [9.182, 5.299, 1.850], [7.032, 5.961, 2.042], [7.391, 6.652, 3.245], [8.073, 3.598, -1.245], [9.375, 4.678, -0.726], [9.008, 3.212, 0.217], [8.133, 7.419, 3.039], [7.773, 5.955, 3.988], [6.478, 7.114, 3.610], [-8.666, 5.633, -1.786], [-7.396, 5.443, -1.153], [-6.610, 6.517, -1.175], [-6.877, 7.581, -1.665], [-5.468, 6.210, -0.556], [-4.525, 7.283, -0.505], [-9.191, 4.687, -1.692], [-9.230, 6.417, -1.287], [-8.537, 5.879, -2.838], [-4.934, 8.129, 0.043], [-4.239, 7.592, -1.508], [-3.658, 6.893, 0.020], [0.841, -5.549, -6.678], [0.047, -6.418, -7.479], [-1.257, -6.394, -7.196], [-1.777, -5.717, -6.345], [-1.874, -7.239, -8.008], [-3.292, -7.322, -7.820], [1.864, -5.677, -7.020], [0.536, -4.512, -6.816], [0.769, -5.823, -5.625], [-3.758, -6.357, -8.002], [-3.524, -7.667, -6.816], [-3.647, -8.044, -8.548], [-5.123, -1.875, 6.151], [-3.775, -1.691, 5.704], [-3.640, -0.807, 4.719], [-4.525, -0.181, 4.203], [-2.345, -0.729, 4.408], [-2.030, 0.182, 3.346], [-5.088, -2.610, 6.949], [-5.528, -0.944, 6.542], [-5.753, -2.244, 5.344], [-2.319, 1.199, 3.604], [-2.517, -0.120, 2.423], [-0.951, 0.138, 3.219], [-6.710, -1.907, 12.870], [-6.200, -2.125, 11.550], [-4.943, -1.725, 11.377], [-4.240, -1.218, 12.210], [-4.593, -1.983, 10.116], [-3.255, -1.601, 9.789], [-7.730, -2.277, 12.860], [-6.125, -2.458, 13.602], [-6.705, -0.846, 13.112], [-2.534, -2.138, 10.402], [-3.119, -0.529, 9.912], [-3.109, -1.863, 8.745]]}